{
  "formula": "C27H26N4O3S",
  "method": "ωB97M-V with the def2-TZVPD basis set",
  "symbols": ["C", "H", "O", "C", "C", "C", "C", "C", "C", "O", "C", "H", "H", "H", "H", "C", "N", "C", "C", "O", "C", "H", "H", "H", "C", "N", "C", "N", "C", "C", "C", "N", "C", "C", "H", "H", "H", "S", "C", "C", "C", "C", "C", "C", "C", "H", "H", "C", "H", "H", "H", "H", "H", "H", "H", "H", "H", "H", "H", "H", "H"],
  "coordinates": [[-7.030, -0.426, -0.066], [-6.727, -1.376, -0.677], [-5.897, 0.604, -0.386], [-4.738, 0.196, 0.062], [-4.436, -1.152, 0.550], [-3.226, -1.337, 1.165], [-2.260, -0.433, 1.085], [-2.514, 0.932, 0.204], [-3.838, 1.225, -0.189], [-3.883, 2.374, -0.688], [-5.248, 3.207, -0.854], [-5.875, 3.122, -0.050], [-5.739, 2.315, -1.763], [-4.959, 4.118, -1.151], [-1.737, 1.638, 0.054], [-0.881, -0.591, 1.460], [0.163, 0.167, 1.535], [1.188, -0.417, 1.992], [1.008, -1.583, 1.927], [-0.430, -1.763, 1.755], [1.620, -2.906, 2.288], [2.584, -2.711, 2.218], [1.216, -3.656, 1.957], [1.578, -2.996, 3.633], [2.514, 0.514, 1.929], [3.063, 0.983, 0.944], [3.590, 0.135, -0.091], [3.757, 1.210, -1.194], [3.076, 2.218, -0.734], [3.035, 3.382, -1.515], [2.375, 4.575, -0.991], [1.866, 4.396, 0.179], [2.066, 3.365, 1.041], [2.645, 2.086, 0.463], [1.592, 3.276, 2.025], [2.248, 5.609, -1.410], [3.385, 3.506, -2.771], [4.106, -1.314, 0.312], [3.559, -1.854, -1.608], [1.985, -1.984, -1.537], [1.646, -3.421, -1.112], [0.060, -3.469, -1.034], [-0.769, -2.556, -1.589], [-0.184, -1.415, -1.913], [1.129, -1.013, -2.023], [1.790, -0.171, -2.229], [-0.712, -0.564, -2.146], [-2.015, -2.905, -1.644], [-2.363, -3.202, -2.704], [-2.828, -1.755, -1.625], [-2.448, -3.318, -0.891], [-0.178, -4.466, -1.058], [2.417, -4.091, -1.097], [4.195, -2.904, -1.703], [4.011, -1.185, -2.195], [3.312, -0.266, 2.739], [2.345, 1.071, 2.844], [-3.023, -2.185, 1.641], [-5.192, -1.626, 0.881], [-7.091, -0.637, 1.206], [-7.915, -0.042, -0.653]],
  "total_energy_ev": -51335.6158,
  "gap_ha": 0.279,
  "homo_energy_ev": -7.7,
  "molar_mass_g_mol": 486.597
}

{
  "formula": "C18H24FN3O3",
  "method": "ωB97M-V with the def2-TZVPD basis set",
  "symbols": ["O", "O", "F", "O", "C", "C", "C", "C", "C", "C", "C", "C", "N", "N", "N", "C", "C", "C", "C", "C", "C", "C", "C", "C", "C", "H", "H", "H", "H", "H", "H", "H", "H", "H", "H", "H", "H", "H", "H", "H", "H", "H", "H", "H", "H", "H", "H", "H", "H"],
  "coordinates": [[2.944, -4.171, 2.169], [-0.286, -2.580, 0.802], [0.102, -4.787, -4.262], [2.402, -5.862, 0.647], [2.553, -4.585, 1.086], [0.553, -1.732, 0.508], [0.891, -6.437, -2.704], [1.512, -6.767, -1.486], [1.115, -4.088, -2.200], [0.675, -5.092, -3.064], [1.835, -5.753, -0.615], [1.687, -4.411, -0.984], [2.202, -3.670, 0.063], [0.195, -0.383, 0.565], [-1.415, 3.551, 0.497], [2.005, -2.223, 0.229], [-1.380, 5.252, -1.366], [-1.073, 4.587, 2.674], [-2.266, 4.427, -0.400], [-1.815, 3.551, 1.869], [-1.170, -0.027, 0.895], [1.176, 0.695, 0.350], [-1.675, 1.085, -0.006], [0.632, 2.106, 0.626], [-0.773, 2.337, -0.074], [0.579, -7.241, -3.386], [1.802, -7.823, -1.268], [1.045, -3.036, -2.486], [2.378, -1.707, -0.669], [2.641, -1.909, 1.044], [-0.552, 5.640, -0.782], [-1.930, 6.084, -1.828], [-0.930, 4.608, -2.143], [0.017, 4.445, 2.703], [-1.357, 4.543, 3.735], [-1.268, 5.614, 2.278], [-2.860, 5.178, 0.170], [-2.990, 3.845, -0.937], [-1.627, 2.608, 2.412], [-2.873, 3.691, 1.985], [-1.886, -0.852, 0.801], [-1.231, 0.298, 1.960], [1.999, 0.529, 1.067], [1.605, 0.684, -0.604], [-1.808, 0.718, -1.007], [-2.658, 1.444, 0.311], [1.340, 2.879, 0.282], [0.533, 2.223, 1.692], [-0.593, 2.512, -1.149]],
  "total_energy_ev": -32385.4682,
  "smiles": "CCN(CC)C1CCN(C(=O)Cn2c(=O)oc3ccc(F)cc32)CC1",
  "gap_ha": 0.321,
  "homo_energy_ev": -8.2,
  "molar_mass_g_mol": 349.406
}

{
  "formula": "C23H21BBrN7OPtS2",
  "method": "ωB97M-V with the def2-TZVPD basis set",
  "symbols": ["Pt", "C", "N", "C", "C", "N", "B", "N", "C", "C", "N", "C", "C", "S", "C", "S", "H", "H", "H", "H", "H", "H", "H", "H", "H", "H", "H", "H", "Br", "C", "C", "C", "C", "C", "C", "N", "N", "C", "C", "C", "C", "O", "C", "N", "C", "C", "C", "C", "H", "H", "H", "H", "H", "H", "H", "H", "H"],
  "coordinates": [[-0.669, -0.018, 0.113], [-4.111, 0.556, 1.577], [-4.187, 0.388, 0.139], [-5.143, -0.340, -0.532], [-4.875, -0.199, -1.852], [-3.781, 0.619, -1.983], [-3.273, 1.190, -3.333], [-1.795, 0.706, -3.625], [-1.096, 1.303, -4.645], [0.140, 0.755, -4.699], [0.193, -0.180, -3.695], [1.364, -0.948, -3.316], [-0.995, -0.189, -3.045], [-1.289, -1.280, -1.721], [-3.369, 0.967, -0.763], [-1.957, 1.887, -0.359], [-4.747, -0.192, 2.041], [-4.447, 1.553, 1.864], [-3.080, 0.422, 1.906], [-5.901, -0.897, -0.011], [-5.361, -0.619, -2.713], [-4.003, 0.785, -4.200], [-3.220, 2.389, -3.280], [-1.542, 2.078, -5.241], [0.977, 0.948, -5.345], [2.158, -0.721, -4.024], [1.143, -2.012, -3.339], [1.679, -0.675, -2.310], [-7.216, -1.514, 3.715], [-5.589, -1.769, 4.653], [-5.220, -3.042, 5.053], [-4.008, -3.218, 5.702], [-3.150, -2.143, 5.897], [-3.551, -0.863, 5.521], [-4.781, -0.673, 4.916], [-1.972, -2.362, 6.685], [-0.887, -1.807, 6.431], [-0.620, -1.187, 5.181], [0.008, 0.042, 5.225], [0.267, 0.795, 4.082], [-0.019, 0.274, 2.824], [0.187, 0.914, 1.716], [-0.484, -1.089, 2.766], [-0.559, -1.639, 1.514], [-1.013, -2.860, 1.368], [-1.392, -3.648, 2.466], [-1.288, -3.139, 3.728], [-0.840, -1.809, 3.922], [-5.876, -3.882, 4.872], [-3.714, -4.199, 6.056], [-2.914, -0.013, 5.721], [-5.107, 0.321, 4.645], [0.238, 0.450, 6.202], [0.696, 1.784, 4.151], [-1.037, -3.254, 0.360], [-1.730, -4.661, 2.299], [-1.533, -3.758, 4.576]],
  "total_energy_ev": -132308.0361,
  "gap_ha": 0.258,
  "homo_energy_ev": -7.4,
  "molar_mass_g_mol": 761.397
}

{
  "formula": "C23H65O17P3",
  "method": "ωB97M-V with the def2-TZVPD basis set",
  "symbols": ["C", "O", "H", "H", "H", "H", "C", "O", "H", "H", "H", "H", "C", "O", "H", "H", "H", "H", "C", "O", "H", "H", "H", "H", "C", "O", "H", "H", "H", "H", "C", "C", "O", "P", "O", "O", "C", "C", "O", "C", "C", "H", "H", "H", "H", "H", "H", "H", "H", "H", "H", "H", "H", "H", "H", "H", "C", "C", "O", "P", "O", "O", "C", "C", "O", "C", "C", "H", "H", "H", "H", "H", "H", "H", "H", "H", "H", "H", "H", "H", "H", "H", "C", "C", "O", "P", "O", "O", "C", "C", "O", "C", "C", "H", "H", "H", "H", "H", "H", "H", "H", "H", "H", "H", "H", "H", "H", "H"],
  "coordinates": [[2.211, -1.030, 2.584], [2.735, -2.303, 2.918], [1.273, -0.897, 3.123], [2.937, -0.285, 2.910], [2.100, -1.067, 1.500], [3.443, -2.132, 3.543], [1.983, -4.314, -4.284], [2.686, -5.496, -4.000], [0.993, -4.592, -4.645], [1.789, -3.888, -3.299], [2.609, -3.697, -4.928], [2.021, -6.113, -3.686], [1.948, -1.659, -1.460], [0.603, -1.875, -1.870], [2.130, -2.401, -0.683], [2.567, -1.833, -2.340], [2.024, -0.656, -1.040], [0.342, -1.320, -2.608], [1.900, 1.553, -3.569], [1.949, 0.300, -4.227], [0.923, 2.012, -3.721], [1.947, 1.363, -2.497], [2.629, 2.314, -3.847], [1.059, -0.058, -4.227], [-0.653, -3.470, 0.924], [-1.346, -2.790, -0.097], [-0.238, -4.445, 0.668], [0.076, -2.854, 1.450], [-1.401, -3.722, 1.676], [-0.736, -2.301, -0.653], [-4.354, -3.417, -3.872], [-3.969, -2.179, -3.009], [-2.600, -1.926, -3.118], [-1.941, -1.199, -4.411], [-0.542, -0.807, -4.168], [-2.111, -2.222, -5.627], [-1.227, -3.295, -5.817], [-2.035, -4.304, -6.579], [-2.927, 0.007, -4.788], [-3.253, 1.062, -3.920], [-2.519, 2.321, -4.363], [-4.449, -3.233, -4.943], [-3.608, -4.209, -3.798], [-5.233, -3.893, -3.438], [-4.632, -1.326, -3.150], [-4.083, -2.327, -1.935], [-0.316, -2.930, -6.292], [-0.970, -3.758, -4.864], [-2.438, -3.942, -7.526], [-1.371, -5.129, -6.836], [-2.822, -4.744, -5.966], [-4.296, 1.235, -4.186], [-3.059, 0.962, -2.852], [-2.579, 2.621, -5.409], [-2.806, 3.144, -3.708], [-1.470, 2.032, -4.302], [-4.378, -0.530, 4.565], [-4.514, 0.537, 3.504], [-3.457, 0.474, 2.523], [-2.251, 1.522, 2.703], [-2.494, 3.015, 2.527], [-1.755, 1.112, 4.190], [-0.884, 1.956, 4.916], [-0.163, 1.065, 6.030], [-1.064, 0.936, 1.724], [-1.200, 0.728, 0.324], [-0.326, 1.776, -0.438], [-3.630, -0.219, 5.295], [-5.290, -0.745, 5.122], [-3.980, -1.452, 4.139], [-5.436, 0.438, 2.932], [-4.568, 1.561, 3.875], [-0.148, 2.392, 4.241], [-1.382, 2.797, 5.397], [-0.808, 0.973, 6.904], [0.270, 0.127, 5.683], [0.708, 1.610, 6.394], [-0.934, -0.309, 0.122], [-2.253, 0.798, 0.051], [0.764, 1.748, -0.449], [-0.555, 1.744, -1.503], [-0.561, 2.787, -0.104], [3.590, 0.515, 6.401], [4.074, 1.456, 5.273], [2.945, 1.946, 4.622], [3.269, 3.101, 3.532], [4.324, 4.107, 3.895], [3.586, 2.215, 2.211], [4.187, 2.737, 1.050], [4.152, 1.740, -0.051], [1.794, 3.627, 3.156], [1.491, 4.951, 2.677], [0.576, 4.916, 1.391], [2.820, -0.197, 6.104], [4.423, -0.035, 6.837], [3.163, 1.217, 7.117], [4.698, 2.275, 5.631], [4.591, 0.784, 4.588], [3.585, 3.569, 0.685], [5.221, 3.062, 1.172], [4.598, 2.211, -0.926], [4.773, 0.883, 0.212], [3.130, 1.441, -0.284], [1.099, 5.409, 3.586], [2.356, 5.532, 2.355], [0.999, 4.263, 0.627], [-0.409, 4.650, 1.773], [0.360, 5.895, 0.963]],
  "total_energy_ev": -87583.9994,
  "smiles": "CCOP(=O)(OCC)OCC.CCOP(=O)(OCC)OCC.CCOP(=O)(OCC)OCC.CO.CO.CO.CO.CO",
  "gap_ha": 0.375,
  "homo_energy_ev": -9.6,
  "molar_mass_g_mol": 706.678
}